1.
{
  "formula": "C4H10N3",
  "method": "wB97M-V/def2-TZVPD",
  "orbital_gap_ev": 9.7,
  "energy_ha": -322.3222,
  "de_lowest_kcal_mol": 86.8,
  "charge": 1,
  "symbols": ["H", "H", "N", "C", "H", "H", "N", "C", "H", "H", "H", "C", "H", "H", "N", "C", "H"],
  "positions_angstrom": [[-2.368, 1.299, -1.745], [1.248, 1.408, -1.233], [-0.674, 0.570, -0.827], [0.854, 0.469, -0.884], [-1.110, -0.109, -0.129], [-2.733, -1.980, 1.213], [1.367, -0.124, 0.259], [-1.765, -2.024, 1.600], [2.888, 1.239, -0.024], [-1.548, -2.636, 2.459], [3.239, 0.131, 1.342], [2.466, 0.424, 0.569], [-0.588, 2.006, -2.093], [-0.012, -0.979, 1.669], [-1.007, -1.097, 1.269], [-1.271, 1.359, -1.615], [1.014, 0.045, -1.830]],
  "forces_ev_per_angstrom": [[0.7883, 0.4078, 0.1346], [0.1273, 1.4482, 1.0252], [1.1429, -0.0719, -0.2891], [-2.9239, 1.2630, -1.0818], [0.0718, -0.2726, 0.3710], [-1.5552, -0.5942, -0.8328], [1.6571, 0.0836, 0.8524], [0.6328, 0.2329, 2.0838], [-0.2241, 0.2507, -0.1046], [0.0296, -0.7727, -0.0052], [-1.7154, -0.2898, -0.4284], [2.1917, -0.1533, 0.6641], [-0.0490, 1.0523, -1.2197], [-2.1917, -0.8297, -0.4339], [2.4643, 1.7187, -0.8069], [-0.7500, -1.0573, 0.9809], [0.3035, -2.4158, -0.9096]],
  "lowdin_charge": [0.1388, 0.1184, 0.0710, -0.2124, 0.0959, 0.0592, -0.0085, -0.0498, 0.0862, 0.0845, 0.1171, 0.0266, 0.1011, 0.0941, -0.0065, 0.1542, 0.1301]
}


2.
{
  "formula": "C7H14",
  "method": "wB97M-V/def2-TZVPD",
  "orbital_gap_ev": 11.4,
  "energy_ha": -275.0865,
  "de_lowest_kcal_mol": 18.7,
  "charge": 0,
  "symbols": ["H", "C", "H", "C", "C", "H", "H", "H", "H", "H", "H", "C", "H", "C", "H", "H", "C", "H", "C", "H", "H"],
  "positions_angstrom": [[0.113, 0.406, 2.422], [-0.007, -2.289, 0.703], [-1.497, -0.219, -0.982], [-0.549, -0.336, -1.521], [0.659, -0.087, -0.614], [-1.059, -2.244, 0.400], [0.039, -2.708, 1.713], [-0.227, 3.260, 0.239], [-0.573, 0.353, -2.373], [1.388, 1.479, 0.802], [0.522, -2.963, 0.021], [-0.212, 2.367, -0.392], [-1.243, 2.110, -0.655], [0.604, -0.909, 0.688], [0.280, 2.653, -1.337], [-1.240, 0.191, 1.291], [0.481, 1.180, 0.274], [1.627, -0.942, 1.086], [-0.151, 0.254, 1.365], [-0.529, -1.356, -1.921], [1.576, -0.203, -1.210]],
  "forces_ev_per_angstrom": [[-0.1085, 0.3125, -0.3245], [-0.0556, -0.0837, -0.0001], [0.1594, -0.0277, -0.0788], [-0.0381, -0.0163, -0.0234], [0.0224, -0.0240, -0.0739], [0.1199, -0.1054, 0.0287], [-0.0491, -0.0383, -0.1316], [-0.0585, -0.1144, 0.0365], [0.0621, -0.0777, 0.1468], [0.4959, 0.1768, -0.7878], [-0.0794, 0.0100, 0.1119], [-0.1161, -0.0174, 0.1604], [0.0718, 0.1060, 0.1039], [0.0032, -0.1609, 0.0825], [0.0322, -0.1979, 0.3496], [0.0615, -0.2151, -0.0734], [-0.0781, 0.0659, 0.1269], [-0.2148, -0.0302, 0.0556], [-0.1659, 0.0757, 0.0533], [0.0445, 0.1460, 0.0423], [-0.1088, 0.2160, 0.1949]],
  "lowdin_charge": [0.1062, -0.0751, 0.0796, -0.0806, -0.2949, 0.0738, 0.0769, 0.0702, 0.0769, 0.1301, 0.0796, -0.0716, 0.0690, -0.3561, 0.0816, 0.1071, -0.3131, 0.1390, -0.1122, 0.0775, 0.1360]
}


3.
{
  "formula": "C3H9N3S2",
  "method": "wB97M-V/def2-TZVPD",
  "orbital_gap_ev": 8.2,
  "energy_ha": -1080.0906,
  "de_lowest_kcal_mol": 142.1,
  "charge": 0,
  "symbols": ["C", "C", "N", "H", "H", "H", "H", "H", "H", "N", "N", "S", "H", "H", "H", "S", "C"],
  "positions_angstrom": [[2.017, 1.457, 0.133], [-2.592, 0.613, -0.102], [0.651, 1.197, -0.194], [-1.040, -1.939, -0.531], [-3.089, 0.922, 0.785], [0.244, -0.014, 1.869], [2.797, 0.044, -1.438], [-2.330, 1.528, -0.503], [-0.016, -3.473, -0.344], [-1.563, -0.336, 0.118], [-0.049, -2.402, -0.370], [-0.054, -0.050, 0.390], [-3.382, 0.147, -0.630], [2.327, 2.263, -0.458], [2.177, 1.559, 1.323], [3.149, 0.070, -0.209], [0.752, -1.587, 0.161]],
  "forces_ev_per_angstrom": [[-0.2432, -1.8219, 3.3492], [-0.6955, -0.5508, 1.1605], [-1.1575, -0.7212, -0.3152], [1.1224, -1.1183, 0.0069], [-0.3165, 0.0412, 1.5049], [-0.3773, -0.1923, -1.7631], [-0.3077, -0.2567, -1.9329], [0.9596, 1.6889, -1.5581], [0.7023, 2.3119, -0.3017], [2.5990, -0.1938, 0.0089], [-3.8313, -1.6434, -0.6823], [-1.3313, 1.8351, 1.6619], [-0.6159, -0.4258, -1.1018], [0.4777, 1.4965, -0.2446], [-0.2787, 0.4489, -2.4532], [1.1836, 0.4094, 1.2917], [2.1102, -1.3077, 1.3690]],
  "lowdin_charge": [-0.6708, -0.1962, -0.3632, 0.1064, 0.0603, 0.0989, -0.1752, 0.0467, 0.1518, -0.3588, -0.0109, 0.7708, 0.0641, 0.0337, 0.1024, 0.6885, -0.3486]
}


4.
{
  "formula": "C26H49N8",
  "method": "wB97M-V/def2-TZVPD",
  "orbital_gap_ev": 10.8,
  "energy_ha": -1457.9251,
  "de_lowest_kcal_mol": 0.0,
  "charge": 1,
  "symbols": ["H", "H", "C", "N", "H", "N", "C", "H", "C", "C", "H", "C", "N", "H", "H", "N", "H", "H", "H", "C", "H", "C", "H", "H", "C", "H", "N", "C", "H", "H", "H", "H", "H", "H", "N", "H", "H", "C", "H", "H", "H", "C", "H", "C", "C", "H", "C", "H", "C", "H", "H", "H", "H", "H", "H", "C", "H", "H", "H", "C", "H", "H", "C", "N", "C", "C", "H", "C", "H", "H", "H", "C", "H", "C", "H", "H", "H", "N", "H", "H", "C", "C", "C"],
  "positions_angstrom": [[5.711, 7.070, -3.554], [4.449, 5.001, -1.690], [-7.720, -2.367, 5.429], [6.941, 6.310, -0.312], [-2.385, 0.627, -1.602], [1.834, 1.561, -1.777], [-6.088, -3.085, 1.538], [4.054, -0.560, -3.194], [-1.994, 0.226, -2.545], [-6.697, -2.896, 6.441], [-0.532, -4.134, -0.587], [3.087, 0.778, -1.817], [-8.382, -4.191, 3.682], [-8.151, -3.664, 7.855], [4.274, 6.132, -3.916], [0.175, -0.075, -1.522], [1.314, -4.311, 1.852], [0.404, 2.315, -3.511], [3.626, 8.380, -3.090], [-7.262, -4.004, 7.320], [-8.623, -2.031, 5.942], [6.225, 5.934, -1.126], [5.998, 3.082, -0.706], [-7.320, -1.505, 4.890], [-4.659, -2.560, -1.117], [-5.009, -3.256, 1.565], [6.553, 0.450, -2.347], [0.611, 1.072, -2.053], [-0.504, -1.233, -3.151], [-5.949, -1.072, 0.766], [7.387, 3.408, -1.740], [3.886, 1.475, -2.079], [3.292, 0.363, -0.823], [-6.528, -4.320, 8.060], [1.956, -1.955, -0.186], [2.409, -0.129, -3.695], [6.334, 2.010, 1.578], [6.954, 2.682, -1.051], [-6.580, -4.029, 1.307], [4.552, 8.139, -1.611], [-0.766, -5.296, 0.701], [-6.100, -2.417, -0.916], [-6.572, -3.370, -1.165], [7.283, 1.600, 1.226], [1.592, -2.938, 0.284], [-1.342, -1.563, -1.588], [-1.447, 1.355, -3.400], [-7.537, -4.877, 6.727], [6.714, 1.436, -1.780], [1.660, -5.020, 0.278], [-2.817, -0.262, -3.078], [3.113, 7.163, -1.921], [-7.523, -1.816, 0.556], [0.950, -0.659, -1.197], [5.820, 4.693, -2.746], [4.841, 6.589, -3.103], [8.833, 2.058, -0.202], [-6.374, -2.057, 7.060], [8.116, 3.472, 0.552], [7.892, 2.484, 0.146], [-5.815, -3.256, 5.907], [-1.076, -3.414, 2.349], [3.985, 7.627, -2.389], [-0.186, 1.867, -2.820], [-0.912, -0.798, -2.231], [3.041, -0.368, -2.830], [2.664, -1.293, -2.376], [-1.180, -3.259, 1.273], [-6.405, -2.788, 2.534], [7.951, 1.526, 2.083], [-2.162, 2.183, -3.443], [-8.098, -3.384, 4.448], [-0.857, -2.242, 1.040], [-6.450, -2.011, 0.520], [-2.235, -3.344, 1.017], [-1.248, 1.030, -4.430], [1.868, 2.545, -1.554], [-3.529, -2.688, -1.276], [-6.470, -1.681, -1.632], [7.101, 0.588, 0.857], [-0.391, -4.295, 0.484], [5.313, 5.468, -2.170], [1.110, -4.225, 0.783]],
  "forces_ev_per_angstrom": [[0.0079, -0.0313, -0.0124], [0.0290, 0.0071, 0.0572], [0.0799, 0.0524, 0.0365], [0.0270, -0.0597, 0.0251], [0.0119, -0.0920, -0.1498], [0.0845, -0.0644, -0.0872], [0.1422, 0.0850, -0.1125], [-0.1680, -0.0055, 0.1048], [-0.1500, -0.1772, -0.1679], [-0.0074, -0.0521, 0.0783], [-0.0736, -0.0476, 0.0023], [-0.0910, -0.3801, 0.4112], [0.0009, -0.0151, 0.0000], [0.0024, -0.0018, 0.0014], [0.0202, -0.0283, 0.0089], [0.6441, -0.0748, -1.4501], [0.0023, 0.0911, -0.0074], [-0.2363, 0.4320, 0.2440], [0.0043, 0.0050, 0.0118], [0.0266, -0.0062, -0.0155], [-0.0129, -0.0217, -0.0132], [-0.0709, 0.0387, -0.0104], [-0.0219, -0.0378, -0.0218], [-0.0121, -0.0216, -0.0282], [-0.0178, -0.1260, -0.0801], [-0.0039, -0.0104, -0.0341], [-0.1549, 0.0343, 0.0135], [-0.7267, 0.2754, 0.3761], [-0.1349, -0.1365, 0.1770], [-0.0038, 0.0090, -0.0429], [-0.0110, -0.0527, -0.0493], [-0.1822, -0.0565, 0.0718], [0.1434, 0.1418, -0.1486], [-0.0071, -0.0085, -0.0040], [-0.1910, -0.1290, 0.2151], [0.1727, 0.0665, 0.0845], [0.0063, 0.0062, 0.0079], [0.2325, 0.0337, 0.1233], [-0.0227, 0.0010, 0.0515], [-0.0022, -0.0167, 0.0108], [0.1118, -0.0134, 0.0508], [-0.0995, 0.0831, 0.0425], [0.0332, -0.0139, -0.0026], [0.0189, -0.0113, -0.0242], [0.5220, -0.0942, -0.0721], [0.2952, -0.0903, 0.0059], [-0.1813, 0.2646, 0.1804], [-0.0173, 0.0120, -0.0052], [0.0275, 0.0055, -0.0235], [0.0408, 0.0655, -0.0390], [0.1320, 0.1072, 0.1744], [0.0005, 0.0040, 0.0004], [0.0024, -0.0110, -0.0271], [-0.2633, 0.0182, 0.6429], [0.0206, 0.0128, 0.0141], [-0.0360, 0.1332, 0.0649], [-0.0016, 0.0249, -0.0256], [-0.0174, 0.0149, -0.0194], [-0.0170, 0.0130, -0.0371], [-0.0294, -0.0493, 0.1299], [-0.0004, 0.0280, -0.0152], [0.0416, 0.0060, -0.0084], [0.0284, 0.0068, -0.0152], [0.5111, -0.7747, -0.2322], [-0.1278, 0.6557, 0.0690], [-0.0268, -0.0657, -0.0891], [0.1444, 0.2631, -0.1620], [-0.1985, -0.1439, -0.0582], [0.0156, -0.0199, 0.0056], [-0.0082, -0.0103, 0.0004], [0.1551, -0.1467, -0.0233], [-0.1292, -0.0057, 0.0707], [0.0009, 0.0099, 0.0129], [-0.0199, -0.0529, 0.0875], [0.0030, 0.1039, 0.0417], [-0.0564, -0.0416, 0.2306], [0.1073, -0.0669, -0.3583], [0.0572, 0.1261, 0.0204], [0.0406, -0.0014, -0.0095], [-0.0095, 0.0064, -0.0102], [-0.1529, -0.0096, 0.0298], [-0.1039, -0.0048, -0.2401], [-0.1490, 0.0373, -0.0547]],
  "lowdin_charge": [0.1165, 0.1125, -0.1925, 0.1696, 0.1276, 0.0679, -0.1046, 0.0679, -0.1703, -0.2622, 0.1057, -0.2113, 0.1609, 0.0785, 0.1075, 0.1344, 0.1281, 0.1505, 0.0756, -0.1059, 0.1223, -0.2450, 0.1031, 0.1137, -0.1982, 0.0648, 0.1639, -0.3564, 0.1352, 0.1102, 0.1078, 0.0937, 0.1034, 0.0737, 0.1792, 0.0806, 0.0753, -0.2095, 0.0798, 0.0768, 0.1159, -0.1794, 0.1277, -0.1032, -0.1604, 0.0765, -0.1541, 0.0742, -0.2264, 0.1270, 0.1204, 0.0738, 0.1128, 0.0626, 0.1036, -0.2559, 0.1172, 0.1082, 0.1061, -0.2459, 0.1090, 0.0814, -0.1049, 0.1040, -0.1396, -0.0830, 0.0414, -0.1097, 0.0390, 0.0761, 0.1243, -0.2443, 0.0645, -0.2500, 0.0442, 0.1293, 0.1488, 0.1697, 0.1203, 0.0719, -0.2522, -0.2112, -0.1605]
}